Entry 1:
An isolated ion of composition C7H13NOPS and charge +1 in a non-equilibrium geometry, computed with ωB97M-V/def2-TZVPD.

```
24
Properties=species:S:1:pos:R:3:lowdin_charge:R:1
C -2.558 -0.332 2.045 -0.20
C -1.259 -0.424 1.349 -0.89
P 0.176 -1.215 1.850 1.04
C 0.993 -0.978 0.161 -0.42
C 1.624 0.436 -0.123 -0.23
C 1.278 1.620 0.767 -0.24
O 0.707 2.621 0.003 -0.08
N 0.848 0.573 -1.382 0.10
C 0.008 -0.613 -0.930 -0.69
C -0.058 -1.694 -2.137 -0.01
S -1.588 -0.083 -0.328 1.04
H -3.099 0.525 1.665 0.07
H -2.428 -0.253 3.148 0.10
H -3.009 -1.315 1.879 0.10
H 1.732 -1.846 -0.100 0.15
H 2.732 0.446 -0.279 0.17
H 0.436 1.279 1.419 0.08
H 2.195 1.977 1.302 0.15
H 0.030 3.107 0.555 0.16
H 0.310 1.532 -1.348 0.19
H 1.174 0.388 -2.307 0.17
H -0.586 -1.314 -2.980 0.07
H -0.536 -2.570 -1.639 0.11
H 0.879 -1.866 -2.589 0.07
```

Its spin multiplicity is 1. For the energy relative to the best compared isomer or geometry (same formula, charge and spin), the calculation gives 0.000 eV. The calculation puts the HOMO energy at -12.03 eV. As for the net charge: +1. The calculation puts the orbital gap at 8.40 eV.


Entry 2:
C26H70AsF6O25S9 as an isolated structure in a non-equilibrium geometry, computed with ωB97M-V/def2-TZVPD.

```
137
Properties=species:S:1:pos:R:3:lowdin_charge:R:1
As -0.042 0.066 0.347 0.97
F 0.470 1.219 -0.876 -0.25
F -0.390 1.471 1.417 -0.28
F -0.556 -1.099 1.580 -0.26
F 0.400 -1.343 -0.739 -0.29
F 1.659 0.028 1.047 -0.28
F -1.728 -0.030 -0.405 -0.29
O 2.393 -3.739 4.548 -0.32
S 2.584 -4.180 3.169 0.69
O 3.725 -5.038 2.839 -0.29
O 1.101 -4.830 2.665 -0.25
C -0.047 -4.062 2.913 -0.31
C -0.799 -3.934 1.601 -0.09
C 2.677 -2.680 2.192 -0.12
H 0.152 -3.034 3.216 0.08
H -0.701 -4.620 3.583 0.12
H -1.206 -4.921 1.382 0.09
H -0.255 -3.494 0.765 0.07
H -1.716 -3.364 1.750 0.04
H 3.669 -2.290 2.421 0.08
H 1.954 -1.952 2.561 0.05
H 2.544 -3.014 1.163 0.07
O -6.283 -0.655 -1.692 -0.28
S -6.443 -1.794 -0.815 0.65
O -7.730 -2.472 -0.763 -0.28
O -5.349 -2.923 -1.216 -0.25
C -4.078 -2.557 -1.694 -0.29
C -3.055 -3.578 -1.194 -0.04
C -5.864 -1.404 0.905 -0.10
H -3.825 -1.509 -1.539 0.09
H -4.067 -2.707 -2.774 0.12
H -2.966 -3.344 -0.133 0.06
H -2.113 -3.399 -1.711 0.09
H -3.433 -4.594 -1.311 0.09
H -4.961 -0.813 0.749 0.04
H -5.622 -2.336 1.416 0.08
H -6.664 -0.827 1.368 0.06
O 2.233 6.352 3.797 -0.32
S 1.617 5.354 2.869 0.74
O 0.909 5.781 1.662 -0.32
O 2.745 4.192 2.466 -0.27
C 2.633 3.443 1.289 -0.28
C 4.063 3.074 0.909 -0.05
C 0.464 4.265 3.941 -0.09
H 2.093 3.936 0.481 0.10
H 2.160 2.504 1.577 0.10
H 4.756 3.103 1.749 0.09
H 4.351 3.877 0.231 0.07
H 4.307 2.192 0.318 0.05
H -0.320 3.830 3.322 0.04
H 0.037 4.760 4.814 0.05
H 1.093 3.487 4.374 0.06
O 1.368 -2.055 -6.555 -0.32
S 1.588 -2.297 -5.104 0.70
O 1.230 -3.534 -4.479 -0.28
O 3.173 -1.808 -4.744 -0.28
C 3.702 -0.700 -5.367 -0.34
C 5.157 -0.728 -5.089 -0.05
C 0.606 -1.042 -4.165 -0.08
H 3.175 0.179 -4.998 0.10
H 3.559 -0.805 -6.443 0.12
H 5.659 0.164 -5.464 0.09
H 5.563 -1.600 -5.602 0.09
H 5.334 -0.860 -4.022 0.06
H 0.559 -1.501 -3.178 0.04
H -0.353 -1.023 -4.683 0.07
H 1.212 -0.137 -4.205 0.04
O 2.851 3.764 -2.340 -0.32
S 3.761 3.321 -3.429 0.72
O 4.657 2.207 -3.054 -0.30
O 2.862 2.889 -4.744 -0.28
C 1.683 3.531 -5.101 -0.26
C 0.421 2.925 -4.335 -0.05
C 4.750 4.791 -4.129 -0.07
H 1.379 3.499 -6.147 0.13
H 1.759 4.567 -4.771 0.11
H 0.700 2.639 -3.321 0.06
H 0.108 2.041 -4.890 0.07
H -0.338 3.708 -4.342 0.07
H 5.687 4.940 -3.593 0.07
H 4.169 5.692 -4.322 0.06
H 4.943 4.456 -5.148 0.06
O -2.008 5.889 -2.956 -0.30
S -2.220 4.769 -2.023 0.73
O -3.308 4.818 -0.999 -0.35
O -2.290 3.290 -2.864 -0.29
C -2.682 2.100 -2.193 -0.29
C -3.110 1.065 -3.217 -0.04
C -0.661 4.517 -1.072 -0.09
H -3.495 2.232 -1.479 0.11
H -1.771 1.817 -1.666 0.07
H -3.702 1.435 -4.054 0.09
H -3.675 0.280 -2.714 0.05
H -2.256 0.622 -3.730 0.06
H -0.839 5.213 -0.252 0.06
H 0.117 4.760 -1.795 0.06
H -0.643 3.492 -0.702 0.04
O 5.082 -0.086 0.485 -0.32
S 5.078 -0.925 -0.743 0.76
O 6.253 -0.975 -1.637 -0.32
O 4.717 -2.545 -0.328 -0.29
C 5.070 -3.529 -1.274 -0.29
C 4.823 -4.939 -0.604 -0.04
C 3.500 -0.600 -1.708 -0.08
H 6.139 -3.515 -1.484 0.11
H 4.541 -3.442 -2.223 0.11
H 3.905 -4.887 -0.017 0.05
H 5.566 -5.030 0.188 0.08
H 4.842 -5.729 -1.355 0.08
H 3.491 0.360 -2.224 0.04
H 2.690 -0.596 -0.979 0.02
H 3.350 -1.393 -2.441 0.04
O -2.131 -3.441 5.473 -0.27
S -2.713 -2.258 4.860 0.63
O -3.249 -2.243 3.517 -0.29
O -3.867 -1.701 5.837 -0.32
C -3.756 -1.937 7.287 -0.19
C -5.262 -2.026 7.832 -0.04
C -1.505 -0.843 5.114 -0.06
H -3.160 -1.136 7.723 0.11
H -3.217 -2.859 7.506 0.11
H -5.819 -1.280 7.265 0.06
H -5.355 -1.502 8.783 0.07
H -5.815 -2.964 7.872 0.08
H -0.667 -0.994 4.434 0.06
H -1.172 -0.753 6.148 0.07
H -1.996 0.077 4.796 0.03
C -3.307 1.332 2.163 -0.17
S -5.000 1.829 2.671 1.12
O -5.904 1.435 1.484 -0.27
C -5.225 0.516 3.912 -0.20
H -2.694 1.412 3.060 0.06
H -2.986 2.109 1.469 0.06
H -3.345 0.381 1.632 0.06
H -6.256 0.549 4.265 0.08
H -4.516 0.669 4.725 0.06
H -5.087 -0.464 3.454 0.05
```

Its spin multiplicity is 2. The calculation puts the HOMO energy (spin up / spin down) at -10.57 / -10.57 eV. As for the net charge: 0. The expectation value of S² is 0.76. The calculation puts the orbital gap (spin up / spin down) at 8.85 / 4.21 eV.


Entry 3:
A single C2H5FO molecule in a non-equilibrium geometry, computed with ωB97M-V/def2-TZVPD.

```
9
Properties=species:S:1:pos:R:3:lowdin_charge:R:1
C -0.860 -0.389 0.048 -0.03
C 0.608 0.101 -0.391 -0.42
O 0.924 1.294 0.109 0.04
F 1.561 -0.892 0.139 -0.10
H -1.051 -0.030 1.105 0.09
H -1.684 0.070 -0.549 0.08
H -0.905 -1.452 0.010 0.05
H 0.697 -0.237 -1.485 0.17
H 0.709 1.535 1.014 0.12
```

Its spin multiplicity is 1. For the energy relative to the best compared isomer or geometry (same formula, charge and spin), the calculation gives 0.271 eV. The calculation puts the HOMO energy at -11.10 eV. As for the net charge: 0. The calculation puts the orbital gap at 11.97 eV.


Copy entry 1 word for word.
An isolated ion of composition C7H13NOPS and charge +1 in a non-equilibrium geometry, computed with ωB97M-V/def2-TZVPD.

```
24
Properties=species:S:1:pos:R:3:lowdin_charge:R:1
C -2.558 -0.332 2.045 -0.20
C -1.259 -0.424 1.349 -0.89
P 0.176 -1.215 1.850 1.04
C 0.993 -0.978 0.161 -0.42
C 1.624 0.436 -0.123 -0.23
C 1.278 1.620 0.767 -0.24
O 0.707 2.621 0.003 -0.08
N 0.848 0.573 -1.382 0.10
C 0.008 -0.613 -0.930 -0.69
C -0.058 -1.694 -2.137 -0.01
S -1.588 -0.083 -0.328 1.04
H -3.099 0.525 1.665 0.07
H -2.428 -0.253 3.148 0.10
H -3.009 -1.315 1.879 0.10
H 1.732 -1.846 -0.100 0.15
H 2.732 0.446 -0.279 0.17
H 0.436 1.279 1.419 0.08
H 2.195 1.977 1.302 0.15
H 0.030 3.107 0.555 0.16
H 0.310 1.532 -1.348 0.19
H 1.174 0.388 -2.307 0.17
H -0.586 -1.314 -2.980 0.07
H -0.536 -2.570 -1.639 0.11
H 0.879 -1.866 -2.589 0.07
```

Its spin multiplicity is 1. For the energy relative to the best compared isomer or geometry (same formula, charge and spin), the calculation gives 0.000 eV. The calculation puts the HOMO energy at -12.03 eV. As for the net charge: +1. The calculation puts the orbital gap at 8.40 eV.


Question: net charge of number 3 (C2H5FO)?
Answer: 0